(1)
A molecular structure, C23H46MgNO at a distorted geometry, computed with ωB97M-V with the def2-TZVPD basis set.

Structure (XYZ):
```
72
Properties=species:S:1:pos:R:3:forces:R:3:lowdin_spin:R:1
C -4.175 7.355 4.993 0.1693 0.1421 -0.0234 0.00
C -3.728 7.270 3.533 -0.1696 -0.1533 0.0527 0.00
C -2.972 5.976 3.238 0.2031 0.1235 -0.0087 0.00
C -2.122 6.026 1.967 -0.0941 -0.1955 0.0399 0.00
C -2.903 5.899 0.657 0.1438 -0.0039 -0.1072 0.00
C -3.785 4.657 0.530 -0.0195 -0.0018 -0.1262 0.00
C -2.999 3.336 0.548 -0.1183 0.0067 -0.1343 0.00
C -2.815 2.750 -0.857 0.3353 -0.0590 0.2114 0.00
C -1.672 1.716 -0.912 -0.2825 0.0406 -0.1961 0.00
C -1.956 0.488 -1.800 0.2120 -0.1410 0.0391 0.03
C -1.486 -0.855 -1.198 -0.1357 0.0526 -0.3853 0.06
C -0.781 -1.762 -2.217 -0.1121 -0.1186 0.5122 0.07
C -0.638 -3.213 -1.722 -0.1114 -0.2229 -0.3475 0.04
C 0.567 -3.986 -2.294 0.0241 0.0547 0.0285 0.00
C 1.757 -4.230 -1.347 0.0871 0.2478 -0.0416 0.00
C 2.109 -2.960 -0.568 0.2013 -0.1289 -0.1975 0.00
C 3.381 -2.995 0.293 -0.3817 0.9509 -0.1446 0.00
C 3.117 -3.662 1.654 -0.0125 -0.1283 -0.0499 0.00
C 3.901 -1.561 0.514 0.3909 -0.1933 -0.1050 0.00
N 4.500 -3.784 -0.372 -0.9200 -1.3877 0.9745 0.00
O 5.530 -3.811 0.186 0.8475 0.5524 -0.1643 0.00
C 4.239 -4.870 -1.384 0.1023 -0.0486 -0.9936 0.00
C 5.442 -4.971 -2.322 0.0284 0.1197 0.0685 0.00
C 4.118 -6.177 -0.566 0.1723 0.1113 0.1594 0.00
C 2.984 -4.568 -2.198 -0.2256 -0.1961 0.5560 0.00
H -4.991 8.064 5.125 -0.0525 -0.0542 0.0104 0.00
H -3.354 7.701 5.622 0.0308 -0.1026 0.0379 0.00
H -4.485 6.377 5.366 -0.1308 0.0365 -0.0105 0.00
H -3.081 8.118 3.295 -0.0686 0.0499 -0.0205 0.00
H -4.608 7.345 2.887 0.0691 0.0219 -0.1019 0.00
H -3.676 5.141 3.183 0.0008 -0.0131 0.0996 0.00
H -2.311 5.756 4.082 -0.0020 0.0547 0.0225 0.00
H -1.561 6.963 1.947 0.0208 0.0017 0.0082 0.00
H -1.369 5.233 2.022 -0.0041 -0.0068 -0.0459 0.00
H -3.515 6.790 0.498 -0.0393 -0.0020 0.0415 0.00
H -2.180 5.882 -0.167 -0.0142 0.0847 -0.0144 0.00
H -4.313 4.723 -0.426 -0.0939 0.0044 0.0508 0.00
H -4.562 4.652 1.294 0.0401 0.0268 0.0716 0.00
H -3.518 2.602 1.170 0.1263 -0.0528 0.0496 0.00
H -2.008 3.486 0.984 -0.0562 0.0383 0.0946 0.00
H -2.586 3.571 -1.540 -0.1534 -0.0678 -0.1355 0.00
H -3.746 2.277 -1.180 -0.0698 0.1757 -0.0621 0.00
H -1.439 1.383 0.103 -0.0474 -0.0292 0.0098 0.00
H -0.784 2.209 -1.310 0.1340 -0.0522 0.2192 0.00
H -3.038 0.444 -2.004 -0.0074 0.0201 -0.0335 0.03
H -1.465 0.609 -2.768 -0.0825 0.0931 -0.0392 0.00
H -2.355 -1.396 -0.761 0.1153 0.0359 0.2648 0.04
H -0.822 -0.689 -0.350 -0.0317 -0.0790 0.0642 0.00
H -1.348 -1.734 -3.173 0.3919 -0.0292 -0.2099 0.06
H 0.190 -1.335 -2.467 -0.0697 0.0906 -0.1129 0.00
H -1.529 -3.780 -2.044 -0.0677 0.0209 0.2147 0.04
H -0.669 -3.234 -0.631 0.1004 -0.0299 -0.0053 0.00
H 0.227 -4.952 -2.670 0.0837 -0.0283 -0.0105 0.00
H 0.948 -3.442 -3.165 -0.0709 0.0041 -0.0227 0.00
H 1.522 -5.067 -0.682 0.0123 0.0898 0.0938 0.00
H 2.224 -2.168 -1.316 -0.0320 0.0790 0.0831 0.00
H 1.318 -2.655 0.120 -0.0491 0.0287 -0.0741 0.00
H 2.558 -4.591 1.557 0.0903 -0.0828 -0.0059 0.00
H 2.496 -2.969 2.216 -0.0185 0.0083 0.0195 0.00
H 4.035 -3.821 2.216 0.0197 -0.0310 -0.0245 0.00
H 3.445 -1.139 1.406 -0.0923 0.0481 -0.0602 0.00
H 4.980 -1.558 0.670 -0.0310 0.0190 0.1540 0.00
H 3.689 -0.928 -0.344 -0.0320 0.0321 -0.0012 0.00
H 5.282 -5.833 -2.967 -0.0118 -0.0414 0.0035 0.00
H 5.524 -4.090 -2.959 0.0594 0.0324 0.0328 0.00
H 6.369 -5.127 -1.775 0.0128 0.0238 -0.0186 0.00
H 5.105 -6.616 -0.440 0.0293 0.0213 0.0419 0.00
H 3.692 -6.043 0.426 -0.1675 -0.0294 -0.0687 0.00
H 3.503 -6.868 -1.138 -0.0415 -0.0327 0.0437 0.00
H 2.810 -5.479 -2.773 -0.0542 0.1595 -0.2229 0.00
H 3.163 -3.738 -2.886 0.0942 -0.0809 -0.0800 0.00
Mg -3.378 -2.144 -2.604 -0.1738 0.1206 0.0322 0.62
```
Forces are in eV/Å.

The spin multiplicity is 2. The total charge is +2. The value obtained for the total energy is -1233.3714 Ha.

(2)
2 unconnected molecules or ions with the total composition C23H46N3O3 at a distorted geometry, computed with ωB97M-V with the def2-TZVPD basis set.

Structure (XYZ):
```
75
Properties=species:S:1:pos:R:3:forces:R:3:mulliken_charge:R:1
C 4.750 6.530 -2.923 0.1766 -0.1027 0.3133 -1.34
C 3.899 5.274 -2.771 0.1029 0.0846 -0.1270 -0.40
C 2.780 5.169 -3.809 0.2820 -0.0523 0.1706 -0.60
C 2.211 3.753 -3.898 -0.2996 0.2695 -0.0185 -0.70
C 0.767 3.704 -4.400 0.1004 -0.0734 -0.1060 -0.60
C 0.121 2.326 -4.218 -0.0673 0.1867 -0.3346 -0.86
C -1.408 2.325 -4.093 0.3155 -0.2029 0.5400 -0.76
C -1.920 3.234 -2.979 0.2589 -0.1356 -0.4043 -1.05
N -1.148 3.024 -1.725 -0.7165 1.0521 0.6053 0.01
C -1.758 2.824 -0.540 0.0550 -0.2992 -0.1235 0.28
N -2.953 2.104 -0.435 0.1398 -0.0377 -0.2930 -0.42
N -1.199 3.231 0.571 0.0013 0.2228 -0.0148 -0.01
C -1.677 2.970 1.946 -0.5601 -0.1949 -0.0568 -1.20
C -1.653 1.507 2.358 0.4010 -0.0964 0.3618 -0.82
C -0.285 0.768 2.319 0.0365 -0.0242 -0.0908 0.88
C 0.935 1.672 2.127 -0.2408 0.1817 -0.4732 -1.54
C -0.354 -0.351 1.270 0.0553 -0.0783 0.2379 -0.67
C 0.933 -1.191 1.083 0.3199 -0.5661 -0.0684 -0.57
C 0.579 -2.639 1.327 0.3141 -0.1233 -0.0397 -0.63
C 0.279 -3.547 0.386 0.0584 0.1003 0.0712 0.69
C -0.807 -4.555 0.662 0.6501 -0.9852 0.1568 -0.97
C 1.012 -3.645 -0.937 -0.5696 0.3522 -0.1045 -1.36
H 5.597 6.494 -2.237 0.0066 0.0206 0.0127 0.37
H 4.191 7.433 -2.677 -0.0723 0.0323 -0.1879 0.32
H 5.164 6.613 -3.928 -0.1089 0.0661 -0.0527 0.35
H 4.546 4.396 -2.852 -0.0125 -0.0214 -0.0250 0.35
H 3.474 5.253 -1.763 -0.0302 -0.1039 0.0025 0.28
H 1.990 5.881 -3.546 -0.0180 0.0228 -0.0987 0.33
H 3.191 5.480 -4.772 -0.1772 0.0112 -0.0799 0.36
H 2.838 3.148 -4.556 0.0756 -0.1289 0.1681 0.31
H 2.240 3.305 -2.897 0.0641 -0.0863 -0.0293 0.34
H 0.741 3.964 -5.461 -0.0420 0.1293 0.0129 0.41
H 0.204 4.499 -3.896 -0.0231 -0.0695 0.0835 0.29
H 0.368 1.719 -5.090 0.0754 -0.1218 0.0940 0.54
H 0.559 1.815 -3.358 -0.0385 0.0434 0.0716 0.35
H -1.697 1.304 -3.828 -0.1940 -0.0361 -0.2965 0.31
H -1.878 2.606 -5.035 -0.1058 -0.0231 0.0307 0.40
H -1.780 4.279 -3.253 -0.0899 0.0330 0.0366 0.41
H -2.983 3.088 -2.806 -0.0001 -0.0925 0.0830 0.51
H -0.455 3.761 -1.639 0.4947 -0.4698 -0.1726 0.27
H -2.914 1.274 -1.021 -0.0506 0.0254 -0.0073 0.28
H -3.755 2.653 -0.731 -0.0347 0.0459 0.2077 0.29
H -0.346 3.768 0.494 0.0238 -0.0456 0.0000 0.35
H -2.698 3.343 2.015 -0.0198 -0.0158 -0.0242 0.45
H -1.088 3.589 2.616 0.2024 0.0152 -0.1467 0.47
H -2.379 0.947 1.773 -0.0475 0.0570 -0.0295 0.43
H -2.020 1.492 3.387 -0.0873 0.0718 -0.0129 0.38
H -0.173 0.276 3.288 0.0573 -0.0057 0.0127 0.36
H 1.862 1.148 2.340 0.0108 0.0423 0.1792 0.49
H 0.889 2.581 2.728 0.1177 -0.1065 0.2040 0.38
H 1.012 1.987 1.079 0.0394 -0.0372 -0.0062 0.16
H -0.689 0.056 0.306 0.1110 0.0690 -0.0247 -0.18
H -1.141 -1.037 1.593 -0.1056 0.0713 -0.0865 0.47
H 1.297 -1.080 0.062 0.2200 0.1885 0.0786 0.37
H 1.703 -0.871 1.786 0.0832 0.0904 -0.1283 0.37
H 0.547 -2.953 2.370 -1.1334 0.3369 0.0588 0.41
H -1.788 -4.094 0.550 0.0187 0.0921 0.0491 0.28
H -0.739 -4.972 1.670 -0.1199 0.2260 0.0664 -0.06
H -0.774 -5.401 -0.028 0.0454 0.0132 -0.0180 0.42
H 1.090 -2.700 -1.476 0.0652 -0.0202 -0.0444 0.31
H 0.556 -4.385 -1.593 -0.0932 0.1138 -0.0854 0.42
H 2.020 -3.998 -0.719 0.0621 0.0589 -0.0718 0.27
C -2.672 -9.062 4.638 -0.1065 0.1041 0.1219 -1.42
C -1.664 -8.043 4.180 -0.0071 -0.1164 0.0585 0.51
C -0.418 -7.901 5.030 0.0118 -0.0541 -0.0070 -0.51
O -0.042 -6.540 4.781 -0.0272 0.0075 0.0179 -0.31
C -1.166 -5.855 4.467 -0.0088 0.0512 0.0581 0.68
O -1.231 -4.671 4.376 0.0146 0.0070 -0.0390 -0.54
O -2.199 -6.704 4.271 0.0681 0.0158 -0.0984 -0.35
H -2.862 -8.969 5.707 0.0140 0.0052 -0.0007 0.34
H -3.617 -8.921 4.116 0.0315 -0.0416 -0.0642 0.36
H -2.306 -10.068 4.430 0.0062 0.0017 0.0041 0.38
H -1.391 -8.211 3.134 -0.0059 0.0152 -0.0032 0.26
H 0.392 -8.569 4.752 0.0518 0.0903 -0.0627 0.30
H -0.639 -8.009 6.094 -0.0254 -0.0555 -0.0110 0.32
```
Forces are in eV/Å.

The energy above the lowest of the compared OMol25 structures with the same formula, charge and spin comes out at 0.0 kcal per mole. The total charge is +1. The value obtained for the total energy is -1293.7176 Ha.

(3)
A molecular structure, C23H46N3O4PPtSSi, computed with ωB97M-V with the def2-TZVPD basis set.

Structure (XYZ):
```
80
Properties=species:S:1:pos:R:3:forces:R:3:mulliken_charge:R:1
Pt 0.543 -0.180 -1.615 0.1202 0.1052 0.4079 0.99
C 2.531 2.706 -2.474 0.0234 0.0102 0.0101 -0.74
Si 3.250 0.974 -2.421 -0.0003 -0.0712 -0.2831 0.21
C 4.750 0.964 -3.566 0.0233 -0.0022 0.0395 -1.08
C 3.845 0.598 -0.677 0.0165 0.0147 0.0062 -0.52
C 1.998 -0.295 -3.021 0.0643 0.0589 0.0720 -0.99
H 3.326 3.457 -2.477 -0.0031 0.0027 0.0380 0.35
H 1.880 2.894 -1.618 -0.0185 -0.0108 -0.0095 -0.04
H 1.937 2.849 -3.380 0.0201 0.0114 -0.0085 0.37
H 5.481 1.718 -3.263 0.0078 -0.0059 -0.0050 0.29
H 4.447 1.186 -4.592 0.0033 -0.0023 -0.0021 0.29
H 5.253 -0.007 -3.571 -0.0113 -0.0065 -0.0002 0.28
H 4.670 1.261 -0.399 0.0000 0.0015 -0.0056 0.38
H 4.205 -0.431 -0.595 -0.0008 0.0008 0.0081 0.13
H 3.036 0.735 0.045 0.0015 -0.0053 0.0032 -0.01
H 2.428 -1.303 -3.032 0.0133 0.0045 -0.0255 0.43
H 1.661 -0.070 -4.036 -0.0626 0.0331 0.0326 0.54
C 1.050 -4.373 1.497 0.0084 -0.0016 -0.0034 -1.56
C 2.140 -3.929 0.515 -0.0250 -0.0086 0.0079 2.28
C 3.467 -3.696 1.248 0.0041 -0.0037 0.0037 -1.64
C 2.313 -4.963 -0.605 0.0061 0.0081 -0.0035 -1.70
C 1.725 -2.658 -0.101 0.2323 0.1250 0.0685 -0.28
N 1.445 -1.662 -0.588 -0.3244 -0.1329 -0.1525 -0.35
H 1.334 -5.335 1.926 0.0032 0.0014 0.0032 0.46
H 0.090 -4.487 0.993 -0.0003 -0.0058 0.0008 0.38
H 0.932 -3.651 2.304 -0.0005 -0.0031 -0.0034 0.29
H 3.797 -4.638 1.688 -0.0031 0.0006 0.0044 0.43
H 3.349 -2.961 2.045 0.0015 0.0065 -0.0054 0.36
H 4.237 -3.344 0.563 0.0006 -0.0010 -0.0007 0.38
H 2.598 -5.918 -0.163 0.0051 0.0008 -0.0002 0.41
H 3.091 -4.657 -1.304 -0.0034 0.0035 -0.0027 0.39
H 1.384 -5.099 -1.159 -0.0018 -0.0063 0.0052 0.39
C -5.086 1.123 -0.625 -0.0147 -0.0246 -0.0075 -1.25
C -4.242 0.604 -1.742 0.0180 0.0287 0.0196 1.15
C -4.663 -0.298 -2.686 0.0095 -0.0091 -0.0034 -1.03
C -3.754 -0.679 -3.678 -0.0250 -0.0049 -0.0010 0.91
N -2.524 -0.184 -3.742 0.0179 0.0382 -0.0051 -0.47
C -2.139 0.692 -2.815 -0.0076 -0.0196 -0.0239 0.16
S -0.558 1.431 -2.853 0.0035 -0.0418 0.0681 -0.56
N -2.987 1.077 -1.836 0.0341 -0.0104 0.0158 0.20
C -4.144 -1.670 -4.730 -0.0024 0.0076 -0.0099 -1.24
H -5.865 0.407 -0.370 -0.0002 0.0034 -0.0082 0.40
H -5.563 2.054 -0.937 -0.0009 0.0067 0.0028 0.30
H -4.468 1.343 0.244 0.0191 0.0001 0.0192 0.17
H -5.664 -0.704 -2.653 0.0045 -0.0070 0.0077 0.43
H -2.599 1.652 -1.005 -0.0126 -0.0755 -0.0164 0.18
H -4.609 -2.548 -4.281 -0.0004 0.0013 -0.0001 0.36
H -3.268 -1.964 -5.300 -0.0002 -0.0040 0.0030 0.34
H -4.874 -1.223 -5.409 0.0022 0.0021 -0.0023 0.29
C 1.597 4.037 1.163 0.0050 -0.0026 -0.0046 -1.70
C 0.547 3.243 1.923 0.0051 0.0158 -0.0247 1.72
C 1.117 2.717 3.234 -0.0003 -0.0038 -0.0050 -1.33
C -0.696 4.088 2.160 0.0072 0.0039 0.0045 -1.68
O 0.272 2.100 1.070 -0.0209 -0.0224 0.0305 0.56
P -1.068 1.258 0.952 0.0893 0.0380 0.0527 -0.41
O -2.196 2.080 0.396 -0.0382 0.0672 0.0069 -1.00
O -0.724 -0.005 0.209 -0.2006 -0.1496 -0.2652 -0.97
O -1.411 0.910 2.482 0.0125 0.0300 -0.0328 0.06
C -1.783 -0.374 3.027 0.0070 -0.0056 0.0052 1.90
C -0.568 -1.294 3.027 0.0020 0.0082 -0.0021 -1.45
C -2.220 -0.064 4.451 0.0057 0.0011 0.0017 -1.91
C -2.939 -0.978 2.238 0.0038 0.0082 -0.0074 -1.60
H 1.919 4.896 1.753 0.0034 0.0020 -0.0023 0.45
H 1.188 4.394 0.217 -0.0024 -0.0046 -0.0017 0.40
H 2.464 3.410 0.949 -0.0007 0.0005 0.0019 0.25
H 1.485 3.546 3.841 -0.0121 0.0020 0.0053 0.47
H 1.947 2.039 3.030 0.0057 0.0085 0.0019 0.28
H 0.354 2.181 3.797 0.0007 -0.0124 -0.0063 0.11
H -0.421 4.957 2.760 0.0023 0.0016 -0.0024 0.49
H -1.462 3.526 2.694 -0.0018 -0.0015 0.0022 0.26
H -1.117 4.428 1.214 -0.0032 -0.0051 0.0008 0.34
H 0.247 -0.832 3.587 0.0022 0.0042 0.0007 0.35
H -0.237 -1.471 2.004 -0.0073 -0.0083 0.0011 0.04
H -0.821 -2.245 3.501 -0.0071 0.0022 -0.0030 0.62
H -1.401 0.398 5.004 0.0009 0.0006 0.0007 0.39
H -2.515 -0.980 4.966 0.0007 -0.0002 -0.0017 0.41
H -3.065 0.624 4.444 -0.0002 -0.0012 0.0004 0.42
H -2.640 -1.178 1.209 0.0010 -0.0005 0.0014 0.20
H -3.789 -0.294 2.241 -0.0037 0.0126 -0.0133 0.35
H -3.252 -1.915 2.704 -0.0011 -0.0013 -0.0039 0.50
```
Forces are in eV/Å.

The energy above the lowest of the compared OMol25 structures with the same formula, charge and spin comes out at 0.0 kcal per mole. The total charge is 0. The value obtained for the total energy is -2517.8049 Ha.

Question: Among the records above, which one has the highest total charge?
Answer: C23H46MgNO